Entry 1:
7 unconnected molecules or ions with the total composition C28H78BF4N6O5. Source: OMol25; level of theory: ωB97M-V/def2-TZVPD.

## Properties
electronic energy	-60985.603	eV
multiplicity	1
HOMO level	-0.671	Eh
net charge	+5
HOMO-LUMO gap	0.3675	Ha

Positions of all 122 atoms, in Å:
C 10.559 20.044 5.311
C 11.364 21.342 5.128
C 12.233 21.766 6.327
O 13.442 22.354 5.810
C 13.469 23.759 5.582
N 12.176 21.223 3.871
H 13.211 21.258 4.010
H 11.966 20.333 3.412
H 11.988 22.005 3.249
H 9.914 20.203 6.188
H 11.258 19.230 5.563
H 9.951 19.801 4.453
H 10.573 22.072 5.031
H 12.614 20.997 6.968
H 11.738 22.501 6.981
H 13.248 24.286 6.538
H 12.740 24.165 4.877
H 14.491 24.012 5.271
C 5.788 16.413 9.816
C 6.510 15.264 9.173
C 7.194 15.832 7.872
O 8.004 14.838 7.219
C 7.289 14.129 6.199
N 7.543 14.822 10.186
H 8.038 13.995 9.831
H 8.223 15.586 10.461
H 6.985 14.507 11.004
H 6.473 17.118 10.259
H 5.018 16.066 10.558
H 5.173 16.879 9.039
H 5.829 14.443 8.991
H 7.852 16.616 8.243
H 6.392 16.192 7.218
H 6.426 14.685 5.775
H 6.894 13.219 6.633
H 7.995 13.911 5.409
C 15.803 13.958 9.961
C 15.756 14.970 8.805
C 15.361 16.390 9.257
O 15.499 17.249 8.190
C 14.786 18.525 8.341
N 17.136 15.139 8.124
H 17.985 15.136 8.771
H 17.266 14.362 7.429
H 17.115 16.031 7.619
H 15.872 12.947 9.575
H 14.963 14.111 10.650
H 16.671 14.079 10.563
H 15.089 14.661 8.037
H 15.946 16.738 10.116
H 14.320 16.231 9.598
H 14.575 18.920 7.350
H 15.387 19.152 9.008
H 13.857 18.281 8.878
C 8.175 18.071 17.256
C 8.754 16.689 17.620
C 8.027 15.950 18.710
O 6.854 15.613 18.092
C 5.835 15.422 19.128
N 8.745 15.797 16.299
H 9.096 14.862 16.526
H 7.737 15.859 16.085
H 9.310 16.207 15.558
H 7.723 18.095 16.267
H 8.895 18.903 17.265
H 7.328 18.360 17.897
H 9.816 16.749 17.923
H 7.773 16.702 19.513
H 8.573 15.092 19.093
H 6.422 14.880 19.870
H 5.076 14.751 18.652
H 5.419 16.375 19.513
C 10.229 5.284 14.642
C 9.039 5.942 15.352
C 8.568 7.322 14.930
O 7.983 7.263 13.645
C 7.126 8.380 13.426
N 7.801 5.066 15.120
H 6.987 5.375 15.679
H 7.564 5.073 14.119
H 7.934 4.062 15.328
H 10.023 5.094 13.559
H 10.536 4.390 15.153
H 11.039 5.995 14.733
H 9.252 6.003 16.429
H 9.468 7.960 14.949
H 7.882 7.647 15.715
H 7.783 9.230 13.588
H 6.302 8.429 14.133
H 6.698 8.271 12.443
C 14.063 27.888 15.696
C 14.666 26.471 15.871
C 13.506 25.465 15.796
N 13.825 24.031 15.918
C 14.141 23.710 17.323
C 14.921 23.652 14.948
C 14.732 22.096 14.971
C 13.224 21.770 15.135
C 12.636 23.188 15.500
H 13.145 27.960 16.340
H 13.902 28.109 14.632
H 14.814 28.575 16.057
H 15.189 26.405 16.847
H 15.425 26.456 15.079
H 13.016 25.628 14.832
H 12.797 25.716 16.582
H 14.904 24.416 17.692
H 14.504 22.679 17.398
H 13.283 23.878 17.940
H 15.871 23.980 15.303
H 14.751 24.183 14.001
H 15.296 21.643 15.734
H 15.172 21.696 14.058
H 13.104 20.967 15.880
H 12.784 21.413 14.200
H 11.912 23.296 16.259
H 12.227 23.640 14.625
B 9.921 16.213 12.633
F 9.808 14.826 12.562
F 9.331 16.748 11.467
F 9.221 16.645 13.892
F 11.223 16.576 12.744

Mulliken atomic charge list, values in e, 99 entries:
1. C -1.674
2. C 0.323
3. C -0.452
4. O -0.419
5. C -0.711
6. N -0.200
7. H 0.359
8. H 0.373
9. H 0.361
10. H 0.393
11. H 0.423
12. H 0.453
13. H 0.207
14. H 0.278
15. H 0.386
16. H 0.305
17. H 0.330
18. H 0.273
19. C -1.354
20. C 0.043
21. C -0.701
22. O -0.361
23. C -0.690
24. N -0.146
25. H 0.389
26. H 0.287
27. H 0.400
28. H 0.362
29. H 0.417
30. H 0.392
31. H 0.388
32. H 0.375
33. H 0.426
34. H 0.330
35. H 0.280
36. H 0.242
37. C -1.354
38. C 0.126
39. C -0.638
40. O -0.408
41. C -0.707
42. N -0.333
43. H 0.392
44. H 0.391
45. H 0.351
46. H 0.404
47. H 0.344
48. H 0.417
49. H 0.354
50. H 0.376
51. H 0.396
52. H 0.272
53. H 0.323
54. H 0.287
55. C -1.242
56. C 0.323
57. C -0.842
58. O -0.329
59. C -0.721
60. N -0.268
61. H 0.351
62. H 0.366
63. H 0.271
64. H 0.323
65. H 0.293
66. H 0.357
67. H 0.487
68. H 0.429
69. H 0.412
70. H 0.369
71. H 0.235
72. H 0.278
73. C -1.299
74. C 0.161
75. C -0.723
76. O -0.338
77. C -0.748
78. N -0.344
79. H 0.345
80. H 0.383
81. H 0.365
82. H 0.353
83. H 0.437
84. H 0.341
85. H 0.314
86. H 0.410
87. H 0.445
88. H 0.299
89. H 0.333
90. H 0.266
91. C -1.321
92. C -0.151
93. C -0.902
94. N 0.073
95. C -0.798
96. C -0.574
97. C -0.957
98. C -0.397
99. C -0.739

Entry 2:
8 unconnected molecules or ions with the total composition C28H78N6O10. Source: OMol25; level of theory: ωB97M-V/def2-TZVPD.

## Properties
electronic energy	-59709.074	eV
multiplicity	1
relative energy (zero: lowest compared OMol25 entry of this formula, charge and spin)	178.99	kcal/mol
HOMO level	-0.322	Eh
net charge	0
HOMO-LUMO gap	0.3414	Ha
SMILES	COC[C@H](C)N.COC[C@H](C)N.COC[C@H](C)N.COC[C@H](C)N.COC[C@H](C)N.COC[C@H](C)N.OCCO.OCCO

Positions of all 122 atoms, in Å:
C -3.967 0.999 1.567
C -4.132 0.901 3.066
C -3.201 -0.110 3.686
O -3.233 -1.358 2.913
C -4.351 -2.178 3.275
N -3.906 2.228 3.566
H -4.605 1.681 1.006
H -3.867 0.024 1.090
H -2.938 1.287 1.354
H -5.106 0.500 3.347
H -3.382 -0.363 4.731
H -2.156 0.199 3.662
H -5.232 -1.546 3.379
H -4.157 -2.621 4.252
H -4.551 -2.931 2.513
H -4.460 2.453 4.380
H -4.354 2.881 2.939
C 4.506 2.177 2.013
C 5.093 1.717 0.660
C 4.121 0.891 -0.229
O 4.645 0.310 -1.478
C 4.758 1.125 -2.656
N 5.530 2.944 -0.006
H 5.140 2.738 2.700
H 4.113 1.297 2.522
H 3.606 2.780 1.893
H 5.901 1.022 0.886
H 3.221 1.422 -0.538
H 3.722 0.113 0.421
H 5.109 0.449 -3.435
H 5.595 1.814 -2.547
H 3.841 1.471 -3.133
H 4.737 3.568 -0.035
H 5.543 2.651 -0.973
C 1.538 4.822 -0.336
C 2.605 4.747 -1.414
C 1.967 5.236 -2.721
O 0.843 4.563 -3.256
C 0.372 5.092 -4.451
N 3.825 5.297 -0.940
H 1.947 4.666 0.662
H 0.693 4.151 -0.490
H 1.166 5.847 -0.327
H 2.816 3.684 -1.531
H 2.767 5.279 -3.461
H 1.706 6.264 -2.470
H 1.107 5.230 -5.244
H -0.019 6.099 -4.310
H -0.412 4.435 -4.829
H 3.611 6.215 -0.578
H 4.566 5.382 -1.622
C -1.755 -5.261 -0.341
C -2.640 -4.749 0.808
C -1.864 -4.751 2.188
O -1.974 -6.046 2.801
C -1.830 -6.027 4.227
N -2.756 -3.352 0.372
H -0.940 -4.586 -0.603
H -2.304 -5.424 -1.269
H -1.492 -6.279 -0.054
H -3.600 -5.232 0.989
H -2.383 -4.066 2.859
H -0.807 -4.545 2.018
H -2.612 -5.551 4.819
H -0.902 -5.500 4.451
H -1.885 -7.106 4.372
H -1.912 -2.802 0.440
H -3.327 -2.815 1.009
C 0.274 1.394 -1.892
C 0.006 0.040 -1.306
C -0.196 0.087 0.226
O 0.494 -1.064 0.874
C 0.280 -1.071 2.229
N -1.120 -0.505 -2.005
H -0.483 2.040 -1.446
H 0.269 1.451 -2.980
H 1.236 1.688 -1.474
H 0.934 -0.517 -1.438
H -1.265 0.099 0.439
H 0.254 0.995 0.628
H 0.758 -1.975 2.608
H -0.766 -1.137 2.527
H 0.784 -0.242 2.726
H -1.481 0.295 -2.506
H -0.748 -1.014 -2.794
C -4.273 -0.365 -3.513
C -5.004 0.891 -2.955
C -4.217 1.755 -1.985
O -3.311 2.583 -2.649
C -3.026 3.749 -1.970
N -5.548 1.755 -4.065
H -4.886 -0.985 -4.168
H -3.889 -1.018 -2.729
H -3.389 -0.045 -4.064
H -5.859 0.545 -2.376
H -3.676 1.150 -1.258
H -4.906 2.381 -1.417
H -2.882 3.594 -0.900
H -3.902 4.391 -2.060
H -2.203 4.328 -2.387
H -4.803 2.433 -4.141
H -6.262 2.377 -3.714
C 4.244 -1.647 3.338
C 3.931 -3.139 3.698
O 4.479 -4.074 2.835
O 5.630 -1.482 3.013
H 4.097 -0.963 4.174
H 3.634 -1.301 2.503
H 2.855 -3.275 3.804
H 4.347 -3.385 4.675
H 5.436 -4.017 2.775
H 5.806 -1.881 2.159
C 1.890 -2.958 -1.962
C 2.802 -4.243 -1.931
O 2.000 -5.348 -1.784
O 0.970 -3.098 -2.987
H 2.472 -2.049 -2.112
H 1.233 -2.851 -1.099
H 3.570 -4.220 -1.157
H 3.397 -4.188 -2.843
H 2.028 -5.663 -0.877
H 0.284 -3.755 -2.848

Mulliken atomic charge list, values in e, 99 entries:
1. C -1.410
2. C 0.784
3. C -1.340
4. O 0.027
5. C -0.905
6. N -0.731
7. H 0.441
8. H 0.368
9. H 0.462
10. H 0.217
11. H 0.359
12. H 0.282
13. H 0.409
14. H 0.251
15. H 0.253
16. H 0.262
17. H 0.260
18. C -1.153
19. C 0.645
20. C 0.234
21. O -0.402
22. C -0.813
23. N -0.771
24. H 0.407
25. H 0.203
26. H 0.173
27. H 0.328
28. H -0.634
29. H 0.152
30. H 0.326
31. H 0.439
32. H 0.181
33. H 0.229
34. H 0.313
35. C -1.463
36. C 1.684
37. C -0.968
38. O -0.030
39. C -0.947
40. N -0.615
41. H 0.454
42. H 0.117
43. H 0.445
44. H -0.733
45. H 0.365
46. H 0.326
47. H 0.365
48. H 0.384
49. H 0.214
50. H 0.254
51. H 0.211
52. C -1.337
53. C 0.130
54. C 0.214
55. O -0.424
56. C -0.701
57. N -0.541
58. H 0.055
59. H 0.423
60. H 0.429
61. H 0.436
62. H 0.135
63. H 0.094
64. H 0.240
65. H 0.301
66. H 0.284
67. H 0.167
68. H 0.122
69. C -0.815
70. C 1.603
71. C -0.651
72. O 0.102
73. C -0.104
74. N -0.321
75. H 0.078
76. H 0.600
77. H -0.561
78. H -0.682
79. H -0.192
80. H 0.570
81. H 0.065
82. H -0.429
83. H 0.344
84. H -0.020
85. H 0.424
86. C -1.342
87. C 0.082
88. C -0.012
89. O -0.430
90. C -0.737
91. N -0.830
92. H 0.393
93. H 0.296
94. H 0.232
95. H 0.394
96. H -0.172
97. H 0.717
98. H 0.279
99. H 0.422

What is the net charge in the second record?
0